1.
59
Properties=species:S:1:pos:R:3:forces:R:3:lowdin_charge:R:1 method="wB97M-V/def2-TZVPD" lumo_ev=0.5 molar_mass_g_mol=433.6 relative_energy_kj_mol=565.0 orbital_gap_ev=9.13
C 0.69302 -3.84583 2.34527 -0.11 -0.57 0.22 -0.150
C 1.86820 -4.27889 1.28637 -0.13 0.14 0.15 -0.258
C 1.71178 -3.64661 -0.21919 0.29 0.08 -0.13 -0.178
C 0.18498 -3.18880 -0.62101 0.16 -0.87 -1.72 -0.185
N -0.11382 -1.71807 -0.37959 -2.28 -3.50 1.18 -0.122
O 0.55402 -0.92557 -1.26271 1.23 5.29 -0.24 -0.059
C 0.63790 0.39380 -0.55367 0.00 -0.67 5.65 -0.222
O 0.48898 0.36090 0.77296 0.92 1.60 -8.50 -0.003
O 0.92975 1.57588 -1.37921 -1.59 -2.87 2.55 -0.056
C 0.38720 2.81450 -0.79986 -0.37 2.41 -0.05 -0.123
C 1.15203 4.13083 -1.49180 0.48 0.44 1.34 -0.244
C 2.80346 3.95715 -1.51663 -0.76 -0.67 0.20 -0.067
F 0.57618 4.51246 -2.80592 1.25 -1.08 2.48 -0.115
H 0.59946 -2.66855 2.46475 0.24 -2.57 -0.30 0.090
H -0.35372 -4.31241 2.01752 2.40 1.21 0.71 0.057
H 0.95948 -4.35109 3.39171 -0.56 1.27 -2.16 0.079
H 1.85851 -5.45865 1.17953 0.08 2.42 0.37 0.099
H 2.90919 -3.93414 1.72898 -2.09 -0.88 -0.91 0.106
H 2.10046 -4.47825 -0.97988 -1.04 1.90 1.50 0.114
H 2.44474 -2.71660 -0.35808 -1.73 -1.92 0.35 0.118
H 0.05437 -3.40105 -1.78841 0.36 0.32 2.31 0.122
H -0.66135 -3.84972 -0.10279 2.13 1.93 -0.93 0.101
H -1.12470 -1.58786 -0.63478 1.14 -0.31 0.42 0.140
H -0.78167 2.94023 -1.00045 2.57 -0.56 0.25 0.155
H 0.55717 2.93619 0.35594 -0.10 -0.68 -2.30 0.145
H 0.93026 5.04411 -0.76038 0.20 -1.92 -1.68 0.140
H 3.36848 4.89969 -1.93158 -1.38 -1.95 0.60 0.088
H 3.16640 3.81444 -0.38937 -0.97 0.23 -2.45 0.105
H 3.02783 2.96276 -2.11623 -0.18 2.27 1.18 0.092
O -1.19321 -5.77040 0.45004 -0.05 -0.26 -0.36 -0.344
S -1.18591 -6.55727 -0.76525 0.33 -0.11 -0.51 0.678
O -0.54817 -6.09777 -1.98287 -0.19 0.15 0.67 -0.321
C -0.57770 -8.18713 -0.37887 0.23 -0.48 0.20 -0.230
C -1.82157 -8.96748 0.01939 -0.12 -0.14 0.23 -0.225
C -2.89823 -8.57456 -0.99106 -0.17 -0.31 -0.15 -0.220
C -2.86265 -7.05363 -1.13107 -0.69 -0.05 -0.18 -0.222
H 0.16644 -8.12933 0.41730 -0.04 0.18 -0.15 0.111
H -0.12752 -8.60014 -1.28650 -0.04 0.16 0.09 0.113
H -1.63719 -10.04573 0.01776 -0.01 0.17 0.03 0.119
H -2.13885 -8.67909 1.02864 0.09 -0.05 -0.11 0.123
H -2.67663 -9.03944 -1.95942 -0.03 0.07 0.14 0.120
H -3.88956 -8.91939 -0.68081 0.15 0.07 -0.08 0.118
H -3.12240 -6.73675 -2.14430 0.15 0.14 0.22 0.108
H -3.52481 -6.56955 -0.40798 0.21 0.02 -0.08 0.109
O 1.84681 9.57752 2.15341 -0.07 -0.54 -0.13 -0.320
S 1.11142 8.44891 1.62278 0.25 -0.24 0.24 0.666
O 1.61771 7.09258 1.68985 0.11 0.54 0.07 -0.338
C -0.53667 8.48025 2.29985 -0.51 0.04 0.26 -0.238
C -1.32575 9.34438 1.32754 -0.15 0.24 -0.01 -0.228
C -0.88466 8.90601 -0.06813 -0.30 -0.07 -0.23 -0.221
C 0.64055 8.81804 -0.06057 -0.06 0.12 -0.70 -0.228
H -0.51655 8.88318 3.31387 0.19 -0.12 -0.10 0.111
H -0.91399 7.45332 2.30960 0.14 0.11 0.01 0.110
H -2.40404 9.22599 1.46856 0.16 0.03 0.00 0.118
H -1.07797 10.40186 1.47844 -0.04 -0.14 0.03 0.122
H -1.30993 7.92016 -0.29214 0.06 0.14 0.03 0.118
H -1.23640 9.59803 -0.83968 0.07 -0.14 0.10 0.117
H 1.00102 8.02512 -0.72076 0.12 0.15 0.21 0.100
H 1.09782 9.77145 -0.33910 0.03 -0.17 0.16 0.109

***

2.
54
Properties=species:S:1:pos:R:3:forces:R:3:lowdin_charge:R:1 method="wB97M-V/def2-TZVPD" lumo_ev=-1.4 molar_mass_g_mol=446.3 relative_energy_kj_mol=286.7 orbital_gap_ev=6.17
C -3.69405 -0.62541 -10.00084 -0.28 0.45 0.54 -0.012
C -4.02420 0.28135 -8.95978 0.84 -0.51 -0.57 -0.114
C -3.47745 0.21745 -7.50368 -3.51 -1.16 -0.45 -0.248
O -2.39834 -0.72457 -7.37629 0.46 0.70 2.63 -0.184
P -1.42540 -0.40717 -6.07047 2.98 0.82 -1.06 0.465
O -0.10543 0.11379 -6.60806 -2.34 -1.20 1.19 -0.374
O -2.08414 0.77146 -5.06166 0.57 -1.62 -1.21 -0.834
I -0.71558 2.11382 -4.44494 -0.47 -0.06 -0.02 1.015
O -1.26979 -1.77162 -5.13972 -0.95 2.23 -1.66 -0.200
C -0.17702 -1.66045 -4.20911 0.86 -0.85 1.52 -0.243
C -0.61575 -1.78011 -2.70438 0.68 0.76 0.29 -0.144
C 0.23662 -0.79512 -1.79489 0.34 -0.54 0.66 -0.212
C 0.93779 -1.53180 -0.59394 -0.21 0.48 0.66 -0.205
C 0.07669 -1.48965 0.74016 0.49 -0.09 -0.25 -0.208
C 0.56544 -0.34279 1.69878 0.78 -0.32 -0.49 -0.203
C 1.77576 -0.81842 2.60650 -0.85 -0.32 -0.25 -0.214
C 1.62186 -0.44042 4.10878 0.74 0.54 -0.09 -0.211
C 1.93483 1.09235 4.39640 -0.16 -1.37 0.46 -0.194
C 2.72148 1.24125 5.75378 -0.27 1.45 -0.35 -0.200
C 2.13924 2.39033 6.68487 0.96 -0.97 0.29 -0.215
C 1.35288 1.79109 7.89756 -0.94 1.00 0.31 -0.263
C -0.19672 1.66432 7.61647 0.93 0.10 0.34 -0.114
H -4.21044 -1.59758 -10.13965 1.90 -0.41 1.37 0.057
H -2.92850 -0.35327 -10.76363 -2.11 0.67 -0.70 0.061
H -4.69828 1.13626 -9.21040 2.12 0.64 0.06 0.100
H -3.21932 1.25984 -7.22756 0.04 -0.71 -0.21 0.121
H -4.31276 -0.15752 -6.85008 0.73 0.60 0.04 0.129
H 0.42831 -0.73855 -4.31125 -0.60 -0.45 -0.42 0.066
H 0.49574 -2.52719 -4.41541 -0.44 0.74 -0.09 0.135
H -1.67895 -1.51830 -2.53591 0.48 -0.45 -0.45 0.115
H -0.39307 -2.80864 -2.34235 -0.56 0.60 -0.32 0.105
H 1.03679 -0.27594 -2.36565 -0.65 -0.28 0.09 0.092
H -0.42667 -0.02142 -1.33754 0.52 -0.39 -0.57 0.103
H 1.89864 -1.02318 -0.32616 -0.62 -0.37 -0.43 0.102
H 1.20995 -2.58160 -0.84872 -0.29 0.68 0.00 0.103
H 0.21775 -2.48777 1.21467 -0.38 0.74 0.03 0.098
H -1.00348 -1.34936 0.52274 0.60 -0.22 -0.05 0.103
H -0.26771 0.07602 2.29915 0.49 -0.30 -0.25 0.104
H 0.97992 0.46241 1.04038 -0.70 -0.30 0.54 0.105
H 2.71306 -0.42403 2.14647 -0.49 -0.22 0.70 0.108
H 1.82609 -1.92743 2.50607 0.06 0.65 0.20 0.099
H 0.61022 -0.70620 4.50243 0.63 0.18 -0.46 0.110
H 2.34192 -1.02955 4.72472 -0.42 0.26 -0.59 0.097
H 2.56954 1.48574 3.57638 -0.53 -0.12 0.38 0.103
H 0.96570 1.63875 4.42063 0.76 -0.12 -0.03 0.100
H 3.76143 1.54026 5.48871 -0.58 -0.39 0.23 0.102
H 2.79231 0.29763 6.33411 -0.21 0.50 -0.46 0.095
H 1.54174 3.11278 6.08571 0.21 -0.52 0.47 0.104
H 3.02194 2.95308 7.07465 -0.72 -0.29 -0.16 0.099
H 1.44367 2.49204 8.76606 0.04 -0.52 -0.59 0.098
H 1.78238 0.82500 8.24041 -0.20 0.55 -0.41 0.098
H -0.35059 0.97439 6.76154 -0.24 0.53 0.42 0.062
H -0.58577 2.68947 7.42108 0.14 -0.80 -0.21 0.072
H -0.74030 1.29421 8.51288 0.38 0.03 -0.61 0.066

***

3.
53
Properties=species:S:1:pos:R:3:forces:R:3:lowdin_charge:R:1 method="wB97M-V/def2-TZVPD" lumo_ev="0.3 / -0.1" molar_mass_g_mol=373.3 orbital_gap_ev="6.34 / 7.69" s2=8.759 spin_multiplicity=6
P -1.82299 -0.06668 -1.82206 -0.86 -0.92 -1.23 0.874
P -1.49469 -1.87313 0.72325 -1.59 -1.36 0.27 0.895
C -2.76682 -1.66256 -1.75671 0.22 0.42 -0.24 -0.445
C -3.00957 -2.09800 -0.34686 0.24 0.12 0.25 -0.448
H -2.20001 -2.39680 -2.32456 0.10 -0.20 0.02 0.075
H -3.70487 -1.48725 -2.27675 -0.14 -0.20 -0.27 0.070
H -3.82750 -1.54938 0.11518 -0.10 0.21 -0.04 0.073
H -3.27755 -3.15081 -0.31927 -0.20 -0.13 0.15 0.070
C -0.88723 -3.58175 0.31899 0.34 0.00 0.18 -0.276
H -0.08332 -3.88791 0.99661 -0.01 0.03 -0.19 0.041
H -0.52703 -3.63033 -0.71697 0.02 0.03 0.24 0.042
H -1.72812 -4.27956 0.43234 0.29 0.10 -0.03 0.035
C -2.48679 -2.33035 2.21131 0.22 -0.09 0.33 -0.299
H -2.98948 -3.28686 2.00687 0.05 0.25 0.25 0.038
H -3.24707 -1.55596 2.38000 0.23 -0.17 0.08 0.039
H -1.85358 -2.42349 3.09825 -0.19 -0.01 -0.01 0.036
C -1.63216 -0.15847 -3.63680 -0.14 0.29 -0.26 -0.299
H -1.18669 0.76297 -4.02638 -0.08 -0.23 -0.12 0.038
H -2.63861 -0.31165 -4.05321 0.38 0.04 -0.27 0.038
H -0.99303 -1.02020 -3.87482 -0.13 0.32 -0.04 0.040
C -3.35292 0.96273 -1.73581 0.09 0.31 -0.07 -0.269
H -3.81817 0.89161 -0.74272 0.16 0.09 -0.23 0.044
H -4.04675 0.56105 -2.48730 0.03 0.25 0.21 0.036
H -3.14104 2.01208 -1.96906 -0.10 -0.12 0.15 0.041
Mn 2.62209 2.09689 1.12841 1.11 -0.27 0.84 0.845
C 1.07030 0.38914 2.18637 0.26 -1.19 0.34 -0.153
C 1.85349 -0.41986 1.43123 -0.41 -0.18 0.96 -0.117
C 1.60002 -0.89415 0.04348 -0.40 -0.17 -1.17 -0.210
C 2.05334 -0.01209 -1.14835 0.66 -0.71 0.51 -0.175
C 1.83004 1.45535 -1.04785 -2.23 1.30 -0.23 -0.146
C 0.83688 2.15759 -0.36860 0.71 -0.73 -2.16 -0.164
C -0.33283 1.57450 0.35905 -0.46 -1.02 0.44 -0.258
C -0.16310 1.14849 1.83259 -0.31 0.98 -0.36 -0.211
C 3.54913 3.75713 0.45002 0.01 0.51 0.07 -0.261
H 1.24875 0.37383 3.26747 0.40 0.25 -0.39 0.120
H 2.64854 -0.97848 1.94089 -0.15 0.61 -0.01 0.123
H 0.52143 -1.09217 -0.05734 0.59 0.21 -0.06 -0.006
H 2.10624 -1.86394 -0.08594 -0.18 0.28 0.10 0.122
H 3.13482 -0.17582 -1.28963 -0.26 0.13 -0.01 0.121
H 1.57486 -0.40871 -2.05982 0.08 0.26 0.19 0.117
H 2.44242 2.03902 -1.74658 -0.06 -0.03 0.55 0.121
H 0.70431 3.21485 -0.65669 0.62 -0.46 0.44 0.118
H -0.65724 0.66627 -0.19495 0.39 0.98 0.66 -0.056
H -1.16489 2.30008 0.32258 0.30 -0.30 -0.06 0.120
H -0.20967 2.06094 2.44401 0.13 -0.19 0.16 0.114
H -1.05246 0.56410 2.11030 0.24 0.09 0.03 0.089
H 3.59010 4.39035 1.35634 0.29 0.15 -0.66 -0.023
H 3.01839 4.22823 -0.38376 0.38 0.32 0.09 -0.037
H 4.55015 3.38535 0.16203 -0.30 0.44 0.08 -0.013
O 5.07422 0.86427 1.32732 -0.78 0.62 1.18 -0.075
C 4.85943 1.38708 2.44639 -0.52 -0.02 -0.46 -0.517
O 3.74765 1.93166 2.82925 1.02 -0.82 -0.08 -0.201
H 5.65959 1.42078 3.20825 0.02 -0.09 -0.17 0.122

***

4.
55
Properties=species:S:1:pos:R:3:forces:R:3:lowdin_charge:R:1 method="wB97M-V/def2-TZVPD" lumo_ev=-8.8 molar_mass_g_mol=429.1 orbital_gap_ev=2.65 total_charge=+2
C 3.78483 -3.23086 0.31759 -0.46 -0.74 0.09 -0.161
C 3.07297 -2.71035 -1.10365 0.71 -1.33 0.05 -0.238
C 3.75632 -1.35067 -1.71332 1.32 -1.51 -1.06 -0.304
N 2.78519 -0.24899 -2.07529 0.98 0.80 1.51 -0.158
Si 2.29710 0.75225 -0.66300 -2.03 1.43 -1.59 0.489
C 1.73852 2.52514 -1.29845 0.26 0.98 0.33 -0.268
C 1.83846 3.65973 -0.07404 -0.18 0.86 -0.62 -0.326
N 1.21877 3.18245 1.22664 0.88 0.93 0.23 -0.083
C 0.70730 0.03345 0.23894 0.16 -0.81 1.34 -0.241
O -0.45534 0.13871 -0.70250 -3.30 -1.82 2.57 -0.208
C -1.67568 -0.41716 -0.07736 -2.61 -1.73 1.38 -0.063
C -1.74021 -1.99116 0.48350 -2.00 1.26 -0.14 0.015
C -3.04566 -2.66480 1.21107 -0.60 3.05 -1.75 -0.294
C -3.01942 -4.21277 1.75113 0.94 1.24 0.60 -0.187
C -4.39226 -1.75144 1.41242 2.31 2.03 -1.98 -0.020
C -4.44211 -0.21096 0.85093 3.65 -2.59 -0.46 0.037
C -3.09698 0.44358 0.11366 0.33 -1.88 0.96 0.001
C -3.15642 1.98362 -0.44918 -0.48 -0.25 -0.44 -0.343
C -3.96199 1.93493 -1.91388 0.35 -0.45 0.23 -0.098
C -3.96155 3.03975 0.52775 0.68 0.46 0.13 -0.094
P 3.95116 1.15630 0.76853 1.61 -1.31 1.75 0.604
N 4.38456 -0.20420 1.53146 1.38 0.56 -1.31 -0.400
H 3.51020 -4.37646 0.51103 0.49 2.39 -0.62 0.070
H 4.96879 -3.21062 0.25713 -2.60 0.24 0.09 0.091
H 3.39622 -2.65043 1.26024 1.06 -0.85 -1.99 0.050
H 1.89969 -2.65994 -1.00192 2.25 0.22 -0.13 0.078
H 3.28228 -3.59665 -1.87555 -0.56 2.01 1.54 0.107
H 4.28617 -1.67108 -2.73401 -1.13 0.69 2.25 0.133
H 4.62128 -1.03623 -0.99072 -1.72 -0.47 -1.23 0.082
H 3.22998 0.40893 -2.76305 -0.54 -1.02 0.74 0.082
H 0.63300 2.46921 -1.69493 2.26 0.26 0.49 0.077
H 2.51994 2.84563 -2.12650 -1.90 -0.48 1.38 0.090
H 2.97280 3.94314 0.14377 -2.42 -0.71 -0.63 0.111
H 1.27907 4.66915 -0.35585 1.44 -2.10 0.06 0.122
H 0.24484 3.54956 1.36362 1.53 -0.28 -0.23 0.076
H 1.84808 3.58158 1.98126 -1.53 -0.65 -0.96 0.076
H 0.90466 -1.09765 0.48151 -0.51 2.11 -0.22 0.076
H 0.43050 0.65671 1.20156 0.81 -1.36 -1.88 0.112
H -0.78486 -2.67979 0.35934 -1.96 1.66 0.43 0.092
H -1.89356 -4.57598 1.90912 -2.37 0.75 -0.21 0.132
H -3.48296 -4.99506 0.98249 0.04 1.08 3.95 -0.109
H -3.62006 -4.29560 2.75412 1.18 -0.10 -2.09 0.134
H -5.35285 -2.16282 1.95666 2.25 0.81 -1.16 0.110
H -5.41374 0.47230 0.95749 2.44 -1.82 -0.19 0.121
H -2.05024 2.37033 -0.62440 -2.33 -1.05 0.38 0.136
H -3.59441 0.98070 -2.49179 -0.77 1.93 0.94 0.079
H -5.12236 1.83062 -1.70217 2.45 0.31 -0.52 0.097
H -3.72596 2.89720 -2.57018 -0.59 -2.08 1.60 0.108
H -3.17397 3.64863 1.16110 -1.66 -1.28 -1.21 0.090
H -4.69703 2.53476 1.28739 1.38 0.96 -1.64 0.074
H -4.53181 3.81924 -0.15268 1.10 -1.72 1.47 0.102
H 5.05604 1.68560 -0.03494 -1.07 0.23 0.45 0.006
H 3.58356 2.13866 1.77386 0.18 -0.02 -1.08 -0.026
H 5.40293 -0.36915 1.27141 -1.62 0.01 0.75 -0.014
Sr -3.21374 -4.98102 -0.85738 0.51 1.14 -2.34 1.775